This record from the Open Molecules 2025 dataset describes a structure of composition C25H20Br2N4O7SV. The level of theory is ωB97M-V/def2-TZVPD.

Last column: natural (NBO) charge in e.
Element x y z (Å)
V: 0.521 -0.460 0.222  1.51
O: 3.273 3.052 0.051  -0.70
C: 3.580 2.985 1.359  0.43
C: 4.333 4.057 1.850  -0.28
C: 4.711 4.110 3.171  -0.17
C: 4.346 3.088 4.050  -0.26
C: 3.605 2.032 3.575  -0.13
C: 3.209 1.953 2.231  -0.25
C: 2.389 0.806 1.822  0.61
O: 1.957 0.719 0.573  -0.71
N: 2.073 -0.112 2.683  -0.37
N: 1.263 -1.011 2.035  -0.30
C: 1.036 -2.147 2.592  0.20
C: 0.407 -3.231 1.892  -0.21
C: -0.009 -4.370 2.601  -0.14
C: -0.535 -5.456 1.946  -0.24
C: -0.630 -5.436 0.550  -0.16
C: -0.203 -4.346 -0.173  -0.27
C: 0.315 -3.230 0.488  0.43
O: 0.737 -2.197 -0.253  -0.66
H: 2.735 2.300 -0.256  0.53
H: 4.603 4.839 1.153  0.22
H: 5.292 4.951 3.526  0.21
H: 4.638 3.126 5.090  0.22
H: 3.303 1.232 4.236  0.23
H: 1.413 -2.299 3.601  0.21
H: 0.082 -4.371 3.681  0.22
H: -0.870 -6.321 2.501  0.22
H: -1.045 -6.289 0.028  0.22
H: -0.274 -4.317 -1.252  0.23
C: -0.468 5.361 -3.240  -0.63
C: 0.053 3.959 -3.120  -0.04
C: -0.482 2.910 -3.865  -0.15
C: -0.006 1.623 -3.702  -0.25
C: 1.006 1.458 -2.774  0.18
Br: 1.656 -0.308 -2.406  0.18
N: 1.544 2.409 -2.064  -0.47
C: 1.078 3.648 -2.240  0.04
H: -0.555 5.665 -4.284  0.22
H: 0.189 6.066 -2.732  0.22
H: -1.457 5.441 -2.785  0.23
H: -1.286 3.101 -4.566  0.22
H: -0.412 0.783 -4.245  0.24
H: 1.543 4.416 -1.631  0.21
O: -2.768 -0.746 -0.845  -0.93
S: -2.028 0.093 0.044  2.57
O: -2.715 1.147 0.714  -0.93
O: -0.736 0.633 -0.669  -0.93
O: -1.191 -0.775 1.033  -0.91
Br: -0.739 5.658 0.692  0.05
C: -0.852 4.092 1.747  -0.11
C: -1.639 4.057 2.881  -0.19
C: -1.677 2.877 3.604  -0.24
C: -0.941 1.793 3.153  0.08
N: -0.192 1.836 2.058  -0.45
C: -0.142 2.968 1.366  0.02
H: -2.208 4.925 3.186  0.23
H: -2.281 2.793 4.496  0.22
H: -0.967 0.846 3.679  0.20
H: 0.469 2.973 0.470  0.21

Cartesian forces, eV/Å:
-0.08 0.32 0.44
0.02 0.03 0.03
0.00 0.00 -0.07
0.02 0.03 -0.01
-0.02 -0.04 0.04
0.01 0.04 -0.04
-0.01 -0.02 0.01
-0.01 -0.03 0.02
0.02 -0.05 0.08
0.09 0.03 -0.03
-0.04 0.00 -0.10
-0.02 -0.06 -0.04
0.02 -0.01 -0.03
0.02 -0.02 0.04
0.00 0.01 0.01
0.00 0.00 -0.02
0.00 0.01 0.00
-0.01 -0.03 0.05
-0.06 0.04 -0.12
0.04 -0.08 0.00
-0.01 -0.01 -0.01
0.00 0.00 0.00
0.00 0.00 0.00
0.00 0.00 0.00
0.00 0.00 0.00
0.00 -0.01 0.00
0.00 -0.01 0.00
0.00 0.00 0.01
0.00 0.00 0.01
0.01 0.01 0.00
0.00 0.01 0.01
-0.01 0.02 -0.02
-0.01 0.02 -0.01
0.02 -0.03 0.02
0.00 -0.01 -0.02
-0.03 0.02 -0.04
0.02 0.03 0.01
-0.01 -0.04 0.02
0.00 -0.01 0.00
0.00 0.00 0.00
0.00 0.00 0.00
0.00 -0.01 0.00
-0.01 0.01 0.00
0.01 0.00 0.00
0.03 0.08 0.01
0.08 -0.10 -0.02
-0.02 -0.01 -0.03
-0.10 -0.09 -0.17
0.04 -0.04 -0.01
0.00 0.00 0.00
0.04 0.01 -0.06
-0.03 0.03 0.02
0.01 -0.05 0.03
-0.04 0.03 -0.01
0.05 0.04 -0.03
-0.03 -0.01 0.04
0.00 0.00 0.00
0.00 0.01 0.00
0.01 -0.01 -0.01
0.00 0.00 -0.01

Values from the calculation:
**Maximum force**: 0.6 eV/A
**Kohn-Sham gap (spin up / spin down)**: 6.9111 / 7.4153 eV
**E**: -8200.7338 Ha
**Relative energy (zero: lowest compared OMol25 entry of this formula, charge and spin)**: 16.1 kJ/mol
**2S+1**: 2
**HOMO level (spin up / spin down)**: -8.41 / -8.41 eV

This record from the Open Molecules 2025 dataset describes a structure of composition C3H16N6O7Y at a distorted geometry. The level of theory is ωB97M-V/def2-TZVPD.

Last column: natural (NBO) charge in e.
Element x y z (Å)
Y: -2.285 -0.913 0.688  1.83
O: -4.885 -0.271 3.818  -1.08
H: -4.799 0.475 4.443  0.40
O: -4.910 -4.033 -0.774  -1.05
H: -4.769 -4.838 -1.308  0.40
O: -0.575 -4.143 2.869  -1.10
H: 0.282 -4.501 3.173  0.40
O: -3.158 2.019 -2.157  -1.21
H: -3.140 2.776 -2.775  0.41
C: 4.146 0.764 0.494  0.74
O: 3.035 0.501 0.200  -0.66
N: 4.700 0.646 1.674  -0.83
N: 4.974 1.156 -0.372  -0.81
H: 5.654 0.969 1.751  0.36
H: 4.268 0.484 2.572  0.41
H: 5.931 1.286 -0.077  0.37
H: 4.609 1.133 -1.313  0.42
C: -0.532 4.866 3.242  0.75
O: -0.674 3.712 3.087  -0.64
N: -1.068 5.886 2.646  -0.83
N: 0.334 5.321 4.102  -0.83
H: -0.936 6.825 2.992  0.39
H: -1.635 5.664 1.840  0.41
H: 0.578 6.300 4.129  0.36
H: 0.868 4.708 4.701  0.40
C: -0.730 -4.343 -4.586  0.74
O: -0.685 -3.678 -3.551  -0.70
N: -1.843 -4.558 -5.168  -0.80
N: 0.338 -4.787 -5.171  -0.84
H: -1.824 -5.243 -5.909  0.37
H: -2.690 -4.331 -4.667  0.43
H: 1.094 -4.577 -4.535  0.42
H: 0.325 -5.274 -6.056  0.39

Cartesian forces, eV/Å:
-1.22 -0.75 0.50
0.64 0.16 -0.53
0.21 -0.34 -0.54
0.29 0.27 -0.04
0.28 0.56 0.33
0.00 0.39 -0.22
-0.36 0.51 -0.36
-0.18 -0.31 0.22
0.41 -0.48 0.56
-1.92 -1.08 2.04
-4.49 -1.03 -0.40
2.19 -0.20 4.53
4.32 2.19 -4.64
-0.29 -0.16 0.32
-0.51 -0.06 -0.69
-0.14 0.11 -1.15
0.77 0.22 0.00
1.29 0.52 0.94
-1.45 -4.22 -1.36
-3.00 2.26 -3.25
3.88 1.61 4.15
-0.35 -0.40 -0.50
-0.14 0.57 0.17
0.07 -0.43 0.13
-0.31 0.02 -0.31
0.14 2.80 3.63
0.57 0.01 0.51
-4.43 -1.44 -2.77
3.02 -0.94 -0.74
-0.79 0.18 0.17
0.11 -0.13 -0.25
0.79 -0.53 -0.95
0.59 0.14 0.50

Values from the calculation:
**Maximum force**: 6.7 eV/A
**Net charge**: -1
**Kohn-Sham gap**: 3.6178 eV
**E**: -1016.9707 Ha
**Relative energy (zero: lowest compared OMol25 entry of this formula, charge and spin)**: 2002.6 kJ/mol
**HOMO level**: -4.60 eV

This record from the Open Molecules 2025 dataset describes a structure of composition C19H32BGeN7Rh. The level of theory is ωB97M-V/def2-TZVPD.

Last column: natural (NBO) charge in e.
Element x y z (Å)
Rh: -0.106 -0.523 -0.013  1.13
C: -0.414 -0.555 4.112  -0.29
C: -0.712 -1.104 2.877  -0.02
N: -0.097 -0.385 1.925  -0.21
N: 0.600 0.607 2.517  -0.31
C: 0.419 0.518 3.840  0.08
B: 1.452 1.556 1.682  0.51
N: 2.379 0.657 0.826  -0.31
C: 3.707 0.600 0.682  0.08
C: 4.017 -0.378 -0.258  -0.29
C: 2.801 -0.903 -0.657  0.00
N: 1.824 -0.248 -0.001  -0.23
N: 0.490 2.237 0.676  -0.29
C: 0.359 3.520 0.326  0.08
C: -0.450 3.598 -0.801  -0.28
C: -0.771 2.288 -1.099  -0.04
N: -0.215 1.467 -0.173  -0.33
H: -0.741 -0.903 5.076  0.29
H: -1.302 -1.972 2.636  0.24
H: 0.903 1.213 4.507  0.27
H: 2.055 2.324 2.353  0.04
H: 4.353 1.254 1.247  0.27
H: 4.994 -0.661 -0.607  0.29
H: 2.581 -1.675 -1.376  0.25
H: 0.865 4.296 0.879  0.27
H: -0.730 4.483 -1.347  0.29
H: -1.318 1.908 -1.947  0.25
C: -6.145 1.910 0.150  -0.61
C: -5.758 2.414 1.536  -0.41
C: -4.754 1.506 2.234  -0.39
C: -3.334 1.573 1.613  -0.87
Ge: -2.992 0.532 0.036  1.50
C: -2.636 -1.383 -0.022  -0.92
C: -4.200 -1.545 -0.119  -0.46
C: -4.584 -3.033 -0.235  -0.37
C: -4.258 -3.839 1.013  -0.62
H: -6.917 2.532 -0.299  0.27
H: -6.537 0.890 0.190  0.21
H: -5.296 1.939 -0.545  0.17
H: -6.653 2.484 2.156  0.25
H: -5.356 3.428 1.474  0.22
H: -5.126 0.477 2.232  0.20
H: -4.657 1.784 3.283  0.25
H: -2.598 1.274 2.363  0.26
H: -3.118 2.599 1.297  0.27
H: -3.294 1.057 -1.358  -0.11
H: -2.281 -1.825 0.901  0.26
H: -2.148 -1.813 -0.893  0.27
H: -4.607 -1.022 -0.994  0.26
H: -4.673 -1.149 0.793  0.24
H: -4.077 -3.445 -1.111  0.22
H: -5.654 -3.080 -0.438  0.26
H: -3.184 -4.007 1.133  0.18
H: -4.725 -4.821 0.961  0.27
H: -4.636 -3.349 1.913  0.22
C: 0.746 -5.102 0.109  -0.76
C: 0.411 -3.692 0.070  0.58
N: 0.140 -2.579 0.041  -0.52
H: 0.265 -5.619 -0.723  0.31
H: 0.405 -5.534 1.051  0.31
H: 1.827 -5.224 0.031  0.31

Cartesian forces, eV/Å:
0.55 -0.21 0.15
-0.07 -0.11 -0.01
-0.02 -0.13 0.05
-0.12 0.07 0.05
-0.29 -0.22 0.37
0.08 0.04 -0.04
0.29 0.11 -0.22
-0.01 0.22 0.06
0.01 -0.14 -0.14
-0.02 0.04 0.04
0.06 0.12 0.05
-0.06 -0.39 -0.20
0.05 0.24 0.22
-0.02 -0.03 -0.14
0.06 -0.02 0.04
0.05 0.10 -0.07
-0.44 0.02 -0.18
0.00 -0.01 0.00
0.01 -0.03 0.06
0.01 0.02 -0.02
-0.04 0.04 -0.05
-0.02 0.02 0.01
0.00 0.00 0.00
-0.01 -0.01 0.01
0.00 -0.01 0.02
-0.01 0.00 0.00
0.03 -0.05 0.00
0.06 0.05 0.04
-0.08 -0.10 -0.09
-0.15 -0.05 -0.13
0.08 0.01 0.34
-0.18 0.47 -0.10
0.31 0.30 0.20
-0.08 -0.08 -0.01
0.06 -0.16 0.00
0.05 0.02 0.03
0.02 0.01 -0.02
0.00 -0.01 0.02
-0.03 0.00 -0.05
0.01 -0.05 0.02
0.00 0.00 0.01
-0.01 0.00 0.09
0.10 0.06 -0.01
0.10 -0.01 -0.11
0.05 -0.01 0.06
0.00 -0.10 -0.02
-0.16 -0.14 -0.07
-0.24 -0.16 -0.17
0.00 0.01 0.03
-0.03 0.02 -0.09
-0.07 -0.02 -0.03
0.00 0.09 0.00
0.01 0.03 0.01
0.01 0.00 -0.02
-0.02 -0.02 0.01
0.02 -0.06 0.00
-0.02 -0.05 0.01
0.12 0.16 0.05
-0.02 0.03 -0.01
-0.02 0.03 0.01
0.00 0.04 -0.01

Values from the calculation:
**Maximum force**: 0.6 eV/A
**Net charge**: +3
**Kohn-Sham gap**: 7.1425 eV
**E**: -3337.8104 Ha
**Relative energy (zero: lowest compared OMol25 entry of this formula, charge and spin)**: 0.0 kJ/mol
**HOMO level**: -18.51 eV